A) The following is a quantum chemistry calculation of 2 unconnected molecules or ions with the total composition C6H13N2S, from OMol25.

The geometry in XYZ format:
```
22
Properties=species:S:1:pos:R:3:nbo_charge:R:1
C 0.55 1.03 -3.05 -0.68
C -0.34 0.69 -1.94 -0.11
C 1.85 -1.84 2.86 -0.28
C 1.44 -0.48 3.43 -0.54
C 1.58 -0.70 1.00 -0.06
C -1.54 0.12 -1.97 -0.12
N -2.43 -0.10 -0.81 -0.67
N 1.98 -1.78 1.45 -0.40
S 1.00 0.63 2.01 0.16
H 1.62 0.71 -2.94 0.26
H 0.59 2.14 -3.16 0.27
H 0.12 0.98 -0.95 0.22
H 2.91 -2.04 3.37 0.22
H 1.29 -2.70 3.27 0.23
H 0.57 -0.63 4.15 0.24
H 2.27 -0.02 4.03 0.24
H 1.52 -0.62 -0.18 0.19
H -2.10 -0.15 -2.94 0.23
H -2.78 -1.01 -0.69 0.45
H -3.30 0.52 -1.01 0.45
H 0.28 0.26 -3.89 0.24
H -1.98 0.27 -0.02 0.45
```

Properties
**2S+1**: 1
**LUMO level**: -0.137 hartree
**Net charge**: +1



B) The following is a quantum chemistry calculation of a gas-phase ion, C6H13N2S (charge +1), from OMol25.

The geometry in XYZ format:
```
22
Properties=species:S:1:pos:R:3:nbo_charge:R:1
C 1.50 -0.88 -0.47 -0.25
C -0.73 -0.98 0.72 -0.26
C 1.88 0.44 -1.06 -0.25
C -1.50 -0.09 -0.33 -0.40
C 0.96 0.71 1.11 0.22
C -3.00 -0.28 -0.10 -0.61
N 0.66 -0.57 0.71 -0.35
N 2.06 1.23 0.27 -0.55
S -1.08 1.64 -0.31 -0.13
H 0.88 -1.51 -1.05 0.26
H 2.46 -1.30 0.10 0.22
H -1.33 -0.49 1.56 0.25
H -0.93 -2.13 0.67 0.26
H 2.75 0.51 -1.75 0.26
H 0.93 0.84 -1.53 0.28
H -1.18 -0.35 -1.37 0.20
H 0.65 0.93 2.06 0.25
H -3.27 -1.28 -0.30 0.22
H -3.50 0.40 -0.75 0.24
H -3.34 -0.16 0.90 0.22
H 3.08 1.11 0.72 0.45
H 2.02 2.20 0.19 0.46
```

Properties
**2S+1**: 1
**LUMO level (alpha / beta)**: -0.167 / -0.167 hartree
**Net charge**: +1



Bottom line: A), by a margin of 22.6 kcal/mol.



A) The following is a quantum chemistry calculation of CH3NP2 in the gas phase, from OMol25.

The geometry in XYZ format:
```
7
Properties=species:S:1:pos:R:3:nbo_charge:R:1
C -0.27 1.22 1.25 0.04
N -0.56 1.52 2.28 -0.39
P -0.22 -1.40 -0.57 0.05
P 0.52 0.62 -0.65 0.26
H 0.69 -1.78 -1.59 0.00
H 0.44 -1.67 0.56 0.01
H -0.59 1.51 -1.29 0.03
```

Properties
**2S+1**: 1
**LUMO level**: -0.011 hartree



B) The following is a quantum chemistry calculation of CH3NP2 in the gas phase, from OMol25.

The geometry in XYZ format:
```
7
Properties=species:S:1:pos:R:3:nbo_charge:R:1
C 1.45 0.37 -0.30 -0.03
N 2.40 0.47 0.31 -0.33
P -1.30 -0.21 0.49 0.05
P -0.06 -0.15 -1.30 0.30
H -1.34 -1.55 0.50 -0.03
H -0.51 -0.11 1.58 0.02
H -0.65 1.19 -1.28 0.02
```

Properties
**2S+1**: 1
**LUMO level**: 0.015 hartree



Bottom line: B), by a margin of 15.5 kcal/mol.



A) The following is a quantum chemistry calculation of 4 unconnected molecules or ions with the total composition C3H15NO3S, from OMol25.

The geometry in XYZ format:
```
23
Properties=species:S:1:pos:R:3:nbo_charge:R:1
C -0.28 1.37 0.97 -0.63
C 1.06 1.48 0.17 -0.05
C 2.22 0.92 1.09 -0.54
S 3.46 -0.03 0.16 -0.05
N 0.90 0.68 -1.05 -0.87
H -0.32 2.18 1.68 0.21
H -1.19 1.26 0.38 0.21
H -0.10 0.45 1.56 0.22
H 1.35 2.52 0.04 0.19
H 1.99 0.41 2.02 0.23
H 2.83 1.75 1.50 0.21
H 3.74 0.71 -0.94 0.12
H 1.12 1.29 -1.82 0.37
H 0.13 0.03 -1.11 0.39
H -1.31 -1.81 -3.70 0.49
H -1.70 -0.34 -3.07 0.48
O -1.66 -1.28 -2.96 -0.97
H -3.88 -0.68 0.51 0.46
H -2.97 -1.48 -0.36 0.47
O -3.77 -0.95 -0.41 -0.93
H -0.12 -3.23 2.26 0.47
H -0.99 -2.82 1.16 0.46
O -0.50 -2.42 1.90 -0.93
```

Properties
**2S+1**: 1
**LUMO level**: 0.016 hartree



B) The following is a quantum chemistry calculation of 4 unconnected molecules or ions with the total composition C3H15NO3S, from OMol25.

The geometry in XYZ format:
```
23
Properties=species:S:1:pos:R:3:nbo_charge:R:1
C -0.42 0.60 -1.49 -0.62
C 0.89 0.38 -0.79 -0.09
C 1.38 1.55 0.05 -0.47
S 2.00 1.37 1.88 -0.12
N 0.84 -0.82 0.11 -0.87
H -0.34 1.31 -2.32 0.22
H -0.81 -0.32 -1.92 0.23
H -1.09 1.11 -0.79 0.19
H 1.73 0.06 -1.42 0.20
H 0.59 2.27 0.27 0.21
H 2.34 1.95 -0.28 0.23
H 1.27 0.25 2.10 0.15
H 0.94 -1.73 -0.34 0.37
H -0.08 -0.91 0.53 0.37
H -2.34 -2.36 0.89 0.49
H -2.68 -1.25 -0.25 0.49
O -2.05 -1.91 0.06 -0.97
H 4.09 -1.13 1.99 0.47
H 2.80 -1.42 1.18 0.49
O 3.54 -1.85 1.66 -0.97
H -3.36 1.02 -0.35 0.48
H -4.99 1.01 -0.69 0.50
O -4.24 0.81 -0.10 -0.98
```

Properties
**2S+1**: 1
**LUMO level**: 0.014 hartree



Bottom line: B), by a margin of 7.8 kcal/mol.



A) The following is a quantum chemistry calculation of a gas-phase ion, C8H17N2O2 (charge +1), from OMol25.

The geometry in XYZ format:
```
29
Properties=species:S:1:pos:R:3:nbo_charge:R:1
C -0.59 1.32 -2.11 0.61
C -1.21 2.16 -0.96 -0.34
C 0.38 0.39 -0.11 0.37
C 1.83 0.85 0.10 -0.69
C -0.03 -0.79 2.24 -0.61
C 1.04 -2.04 0.30 -0.61
C -1.43 -1.34 0.32 -0.64
C -0.03 -0.93 0.67 -0.07
N 0.14 0.33 -1.57 -0.16
N -0.54 1.63 0.22 -0.52
O -0.83 1.31 -3.32 -0.59
O 0.72 -0.58 -2.39 -0.51
H -1.26 3.33 -1.04 0.30
H -2.32 1.79 -0.98 0.27
H 2.14 0.62 1.15 0.24
H 1.93 1.93 0.10 0.22
H 2.68 0.52 -0.59 0.29
H -0.66 0.07 2.53 0.19
H 0.95 -0.52 2.69 0.22
H -0.26 -1.80 2.60 0.25
H 0.82 -2.88 0.96 0.23
H 0.93 -2.45 -0.70 0.25
H 2.02 -1.68 0.53 0.22
H -2.19 -1.00 1.18 0.21
H -1.39 -2.39 0.39 0.25
H -1.89 -0.89 -0.58 0.22
H 0.02 2.20 0.79 0.44
H -1.16 1.24 0.86 0.44
H 0.20 -0.42 -3.27 0.53
```

Properties
**2S+1**: 1
**LUMO level**: -0.121 hartree
**Net charge**: +1



B) The following is a quantum chemistry calculation of 2 unconnected molecules or ions with the total composition C8H17N2O2, from OMol25.

The geometry in XYZ format:
```
29
Properties=species:S:1:pos:R:3:nbo_charge:R:1
C 1.63 -1.01 -0.70 0.12
C 2.37 -0.17 2.02 0.34
C -2.60 0.83 -1.92 -0.60
C -0.24 -2.07 0.68 -0.69
C -1.37 -0.19 -1.79 -0.38
C -0.55 0.25 -0.46 -0.44
C 0.39 -0.95 -0.18 -0.07
C 1.50 1.05 1.72 0.47
N 1.96 1.82 0.78 -0.70
N 0.47 1.34 2.49 -0.69
O 2.49 -2.07 -0.60 -0.69
O 2.12 -0.92 2.93 -0.45
H 2.08 -0.20 -1.22 0.17
H 3.32 -0.47 1.33 0.20
H -3.49 0.44 -1.45 0.22
H -2.34 1.68 -1.42 0.19
H -2.74 0.98 -2.98 0.22
H -0.50 -2.93 0.14 0.24
H 0.30 -2.49 1.55 0.24
H -1.22 -1.73 1.14 0.23
H -0.77 -0.05 -2.77 0.22
H -1.60 -1.34 -1.70 0.22
H 0.06 1.06 -0.75 0.19
H -1.02 0.47 0.47 0.20
H 1.53 2.75 0.53 0.44
H 2.79 1.55 0.19 0.45
H -0.24 1.96 2.33 0.42
H 2.12 -2.90 -0.27 0.50
H 0.33 0.76 3.23 0.43
```

Properties
**2S+1**: 1
**LUMO level**: -0.180 hartree
**Net charge**: +1



Bottom line: B), by a margin of 15.5 kcal/mol.



A) The following is a quantum chemistry calculation of C4H9NOSi in the gas phase, from OMol25.

The geometry in XYZ format:
```
16
Properties=species:S:1:pos:R:3:nbo_charge:R:1
C -0.41 -1.02 -1.41 0.89
C -1.79 -1.03 -0.93 -0.58
C -1.69 0.17 0.06 -0.22
C 2.35 0.16 0.52 -1.05
N -0.43 -0.17 0.71 -1.07
O 0.49 -1.07 -2.19 -0.40
Si 0.70 1.10 1.08 1.30
H -2.52 -1.16 -1.71 0.25
H -2.02 -1.97 -0.39 0.29
H -1.62 1.10 -0.41 0.18
H -2.41 0.02 0.78 0.20
H 3.24 0.69 0.92 0.22
H 2.49 -0.84 0.90 0.23
H 2.15 0.17 -0.51 0.21
H 1.02 1.65 2.39 -0.21
H 0.45 2.21 0.19 -0.24
```

Properties
**2S+1**: 1
**LUMO level (alpha / beta)**: 0.003 / 0.003 hartree



B) The following is a quantum chemistry calculation of C4H9NOSi in the gas phase, from OMol25.

The geometry in XYZ format:
```
16
Properties=species:S:1:pos:R:3:nbo_charge:R:1
C 0.19 -0.58 -0.44 0.00
C -0.89 0.14 -0.21 -0.53
C -2.24 -0.35 -0.13 -0.62
C 2.54 -0.68 0.13 -0.43
N 1.41 0.00 -0.55 -0.12
O 1.31 1.40 -0.34 -0.71
Si -0.27 1.88 0.04 1.40
H 0.39 -1.62 -0.36 0.20
H -2.62 -0.37 -1.12 0.21
H -2.74 0.43 0.48 0.21
H -2.35 -1.32 0.13 0.21
H 2.30 -1.38 0.96 0.19
H 3.17 -1.24 -0.66 0.21
H 3.08 0.06 0.60 0.22
H -0.82 2.99 -0.62 -0.21
H -0.30 2.38 1.49 -0.23
```

Properties
**2S+1**: 1
**LUMO level**: 0.033 hartree



Bottom line: B), by a margin of 22.5 kcal/mol.



A) The following is a quantum chemistry calculation of 2 unconnected molecules or ions with the total composition C6H18N2O, from OMol25.

The geometry in XYZ format:
```
27
Properties=species:S:1:pos:R:3:nbo_charge:R:1
N 0.55 -2.71 -0.59 -0.84
C 1.03 -1.40 -0.22 -0.07
C 1.92 -1.51 1.09 -0.64
C -0.33 -0.55 -0.32 -0.20
N -0.40 0.93 0.09 -0.49
C 0.53 1.76 -0.62 -0.21
C -0.25 2.78 -1.52 -0.61
C -0.35 1.08 1.48 -0.45
H 1.31 -3.42 -0.51 0.35
H -0.10 -3.15 0.00 0.35
H 1.76 -1.16 -1.07 0.20
H 2.14 -0.51 1.47 0.21
H 1.50 -2.04 2.00 0.22
H 2.91 -1.95 0.65 0.21
H -1.27 -0.96 0.25 0.17
H -0.60 -0.48 -1.39 0.22
H 1.24 1.05 -1.22 0.18
H 1.31 2.35 0.10 0.18
H -0.84 2.22 -2.33 0.21
H 0.42 3.35 -2.10 0.20
H -0.76 3.46 -0.82 0.21
H -0.20 0.26 2.18 0.20
H 0.28 1.86 2.02 0.20
H -1.41 1.57 1.68 0.20
H -3.67 -0.83 -0.81 0.46
H -2.96 -1.13 0.40 0.45
O -3.76 -0.86 0.13 -0.91
```

Properties
**2S+1**: 1
**LUMO level**: 0.031 hartree



B) The following is a quantum chemistry calculation of a molecular structure, C6H18N2O, from OMol25.

The geometry in XYZ format:
```
27
Properties=species:S:1:pos:R:3:nbo_charge:R:1
C -1.03 -0.70 0.37 0.11
C -1.11 -0.19 1.82 -0.23
C -1.86 0.13 -0.61 -0.64
C -0.41 1.16 1.99 -0.61
C -0.50 -1.22 2.77 -0.60
O 0.33 -0.76 -0.03 -0.78
H 0.38 -0.99 -0.98 0.50
H -1.45 -1.73 0.37 0.16
H -2.17 -0.07 2.06 0.20
H -2.91 0.14 -0.31 0.21
H -1.50 1.16 -0.64 0.20
H -1.79 -0.29 -1.61 0.22
H -1.03 -2.17 2.71 0.21
H 0.55 -1.39 2.52 0.22
H -0.86 1.93 1.36 0.20
H -0.49 1.50 3.02 0.21
H 0.64 1.08 1.74 0.21
H -0.55 -0.86 3.80 0.20
C 2.19 -0.11 -2.77 0.07
N 1.66 1.34 -1.59 -0.95
N 0.98 -0.65 -2.95 -1.01
H 0.74 1.31 -2.17 0.44
H 2.26 2.15 -1.46 0.39
H 1.41 0.93 -0.69 0.42
H 1.01 -1.67 -3.02 0.36
H 2.96 -0.56 -2.14 0.15
H 2.56 0.52 -3.58 0.14
```

Properties
**2S+1**: 1
**LUMO level**: 0.032 hartree



Bottom line: B), by a margin of 22.7 kcal/mol.



A) The following is a quantum chemistry calculation of a molecular structure, C21H21N3O4S, from OMol25.

The geometry in XYZ format:
```
50
Properties=species:S:1:pos:R:3:nbo_charge:R:1
C 1.86 -2.11 -2.11 -0.24
H 1.42 -2.73 -2.93 0.14
H 2.99 -2.40 -2.13 0.18
H 1.89 -1.10 -2.55 0.20
O 1.27 -2.42 -1.06 -0.50
C -0.09 -1.95 -0.67 0.32
C -0.94 -1.42 -1.53 -0.28
C -2.16 -0.89 -1.50 -0.18
C -2.68 -1.08 -0.20 -0.32
C -1.81 -1.74 0.86 -0.14
C -0.61 -1.86 0.59 -0.28
H -0.02 -2.42 1.21 0.22
H -2.24 -2.03 1.74 0.23
S -4.26 -0.51 0.33 2.33
O -5.04 -1.73 0.66 -0.98
O -4.90 0.13 -0.68 -0.97
N -4.03 0.25 1.68 -0.93
H -4.90 0.26 2.32 0.43
C -3.66 1.91 1.22 -0.18
C -2.41 1.88 0.81 -0.13
C -2.22 2.18 -0.72 -0.12
C -1.03 2.19 -1.03 -0.21
C 0.16 1.79 -0.36 -0.06
C -0.10 1.40 1.09 -0.24
C -1.31 1.60 1.22 -0.06
H -1.39 1.17 2.48 0.15
H 0.79 0.80 1.53 0.25
C 1.53 1.66 -1.10 0.66
O 1.52 1.04 -2.10 -0.59
N 2.59 1.78 -0.23 -0.61
H 2.42 2.28 0.58 0.41
C 3.89 1.56 -0.85 -0.25
C 4.63 0.58 0.14 -0.04
C 3.91 -0.75 0.47 -0.21
C 4.57 -1.63 1.27 -0.27
C 5.95 -1.09 1.68 0.10
N 6.58 -0.18 1.12 -0.43
C 5.91 0.72 0.83 0.07
H 6.46 1.63 0.32 0.14
H 6.36 -1.86 2.34 0.17
H 4.20 -2.55 1.72 0.23
H 2.78 -0.73 0.41 0.23
H 4.39 2.48 -0.66 0.21
H 3.81 1.11 -1.74 0.25
H -0.85 2.40 -2.30 0.20
H -2.86 2.43 -1.25 0.17
H -3.72 2.29 2.24 0.23
H -4.36 2.04 0.60 0.21
H -2.76 -0.36 -2.22 0.25
H -0.61 -1.05 -2.64 0.23
```

Properties
**2S+1**: 1
**LUMO level**: -0.023 hartree



B) The following is a quantum chemistry calculation of a molecular structure, C21H21N3O4S, from OMol25.

The geometry in XYZ format:
```
50
Properties=species:S:1:pos:R:3:nbo_charge:R:1
C -7.36 -1.61 0.12 -0.57
C -5.82 -1.26 0.18 0.11
N -4.96 -1.94 0.75 -0.14
O -3.86 -1.46 0.72 -0.17
C -3.99 -0.42 -0.04 0.28
C -5.38 -0.16 -0.22 -0.31
H -5.86 0.62 -0.63 0.23
C -2.86 0.61 -0.16 -0.10
C -1.64 0.14 0.27 -0.15
C -0.44 0.87 0.22 -0.41
C -0.60 2.39 -0.30 0.13
C -1.90 2.75 -0.81 -0.24
C -2.90 1.69 -0.68 -0.16
H -3.86 2.35 -0.84 0.21
H -1.90 3.63 -1.25 0.21
C 0.62 3.02 -0.32 -0.36
C 0.78 3.86 0.80 -0.50
H 1.56 4.64 0.72 0.21
H 0.96 3.57 1.60 0.18
H -0.19 4.67 0.92 0.17
H 1.52 2.40 -0.48 0.25
C 0.62 3.91 -1.62 -0.64
H 0.56 3.25 -2.55 0.21
H 1.65 4.32 -1.72 0.21
H -0.01 4.77 -2.05 0.23
S 1.15 0.24 0.82 2.53
O 1.70 0.93 1.75 -0.95
O 0.87 -0.96 1.24 -1.01
N 1.98 0.14 -0.46 -0.76
C 3.35 -0.40 -0.12 0.11
C 4.29 0.57 0.31 -0.12
C 5.46 -0.11 0.64 -0.26
C 5.76 -1.40 0.63 -0.17
C 4.74 -2.40 0.05 -0.22
C 3.51 -1.80 -0.32 0.13
N 2.57 -2.34 -0.79 -0.59
C 1.42 -2.07 -1.57 0.67
O 0.48 -2.77 -1.47 -0.51
C 1.41 -0.53 -1.63 -0.32
H 0.30 -0.08 -1.69 0.27
H 2.08 -0.46 -2.41 0.22
H 2.45 -3.47 -0.42 0.40
H 4.84 -3.37 0.01 0.19
H 6.63 -2.00 0.95 0.23
H 6.14 0.61 1.13 0.21
H 4.22 1.44 0.48 0.19
H -1.40 -0.98 0.83 0.27
H -7.90 -1.01 0.56 0.18
H -7.65 -1.56 -1.12 0.19
H -7.71 -2.51 0.54 0.23
```

Properties
**2S+1**: 1
**LUMO level**: 0.009 hartree



Bottom line: B), by a margin of 2.5 kcal/mol.



A) The following is a quantum chemistry calculation of 4 unconnected molecules or ions with the total composition C3H11NO3, from OMol25.

The geometry in XYZ format:
```
18
Properties=species:S:1:pos:R:3:nbo_charge:R:1
C 0.89 0.84 0.89 0.04
C 0.68 -0.33 1.59 -0.55
C 3.19 1.12 0.53 -0.06
N 2.01 0.91 0.04 -0.39
H 0.32 1.77 0.82 0.20
H 1.31 -0.52 2.46 0.21
H -0.21 -0.92 1.40 0.21
H 3.49 0.67 1.47 0.17
H 3.98 1.35 -0.17 0.17
H 1.91 -0.40 -2.17 0.48
H 1.32 -1.07 -3.45 0.47
O 1.21 -0.94 -2.51 -0.95
H -3.42 -1.74 1.10 0.47
H -4.91 -1.71 1.34 0.47
O -4.22 -2.24 0.91 -0.94
H -2.97 0.88 -1.13 0.47
H -1.52 0.89 -1.33 0.47
O -2.18 1.26 -0.74 -0.94
```

Properties
**2S+1**: 1
**LUMO level**: 0.009 hartree



B) The following is a quantum chemistry calculation of 4 unconnected molecules or ions with the total composition C3H11NO3, from OMol25.

The geometry in XYZ format:
```
18
Properties=species:S:1:pos:R:3:nbo_charge:R:1
C -0.49 -1.07 0.11 -0.06
C -0.84 -1.05 1.41 -0.42
C -2.48 -1.84 -0.87 -0.02
N -1.34 -1.31 -0.99 -0.46
H 0.54 -0.94 -0.13 0.22
H -1.87 -0.83 1.66 0.19
H -0.07 -1.16 2.19 0.22
H -2.82 -2.33 0.07 0.15
H -3.13 -1.93 -1.76 0.18
H -1.44 1.01 -1.25 0.48
H -1.49 1.82 -2.59 0.47
O -1.14 1.82 -1.69 -0.96
H 3.07 2.39 1.84 0.46
H 3.26 1.35 2.83 0.46
O 3.66 2.20 2.58 -0.92
H 2.21 1.22 -0.66 0.47
H 1.89 0.32 -1.77 0.47
O 2.47 0.35 -0.99 -0.93
```

Properties
**2S+1**: 1
**LUMO level**: 0.002 hartree



Bottom line: B), by a margin of 56.6 kcal/mol.